## A
The following is a quantum chemistry calculation of a molecular structure, C5H6S3, from the OMol25 dataset.

Atoms and positions in Å:
C  0.87155  0.64781  -1.38681
C  -0.56927  0.76413  -1.03671
C  -0.92155  -0.49596  -0.23550
C  -0.33029  -0.38795  1.25905
C  1.12822  -0.56674  1.27251
H  -1.31803  0.99198  -1.93358
H  -0.52189  1.65280  -0.29814
H  -1.97614  -0.77747  -0.19850
H  -0.48506  -1.38279  -0.69944
H  -0.89257  -1.06154  1.94068
H  -0.53907  0.61155  1.58245
S  1.53613  1.20053  -2.62998
S  2.00059  -1.07613  2.61171
S  2.01738  -0.12022  -0.24775

- HOMO level: -8.65 eV
- Kohn-Sham gap: 7.92 eV


## B
The following is a quantum chemistry calculation of a molecular structure, C5H6S3, from the OMol25 dataset.

Atoms and positions in Å:
C  0.82685  -1.00453  -0.23205
C  -0.08993  -0.53552  0.96890
C  0.18386  0.93982  1.25735
C  -0.11253  -0.08341  -1.02713
C  -1.20827  -0.39466  -0.07870
H  2.99711  -0.88674  -1.26156
H  0.70198  -2.04821  -0.48849
H  -0.21832  -1.17746  1.84044
H  1.06682  1.18524  1.78790
H  -0.72714  1.40852  1.69971
H  -0.25683  -0.08632  -2.08249
S  2.54349  -0.62010  0.03350
S  0.20749  1.65711  -0.40843
S  -2.82370  -0.53234  -0.05168

- HOMO level: -8.63 eV
- Kohn-Sham gap: 8.17 eV


Stability summary: most stable A, least stable B.


## A
The following is a quantum chemistry calculation of 13 unconnected molecules or ions with the total composition C4H35NO13, from the OMol25 dataset.

Atoms and positions in Å:
C  1.79252  -1.28559  0.42465
N  0.69909  -2.27686  0.36999
C  -0.59551  -1.56900  0.46619
C  -1.75687  -2.53172  0.37137
C  -2.98947  -1.81882  0.89455
O  -1.92042  -2.93071  -1.00146
H  2.00199  -1.21292  1.47927
H  2.61757  -1.71089  -0.14025
H  1.63506  -0.38271  -0.17541
H  0.76557  -2.73460  -0.54598
H  -0.69714  -0.66386  -0.14193
H  -0.61607  -1.04276  1.47423
H  -1.53159  -3.37732  1.02888
H  -3.92974  -2.38057  0.68042
H  -3.18326  -0.86982  0.40129
H  -2.85944  -1.56789  1.93734
H  -2.37650  -3.79299  -1.03786
H  -1.13113  2.86050  1.88115
H  -2.31332  2.51477  2.84895
O  -1.68395  2.13493  2.22050
H  3.14208  -3.61914  -2.70787
H  2.78327  -4.07844  -1.23881
O  2.74114  -3.36383  -1.88022
H  -0.31766  4.54014  0.36060
H  0.23163  3.27442  0.25431
O  -0.70041  3.64893  0.22380
H  -0.49216  2.07639  4.15384
H  0.26165  0.67714  4.29820
O  0.32419  1.63740  4.37913
H  1.99859  1.79811  -2.62034
H  0.67497  1.42077  -1.79900
O  1.48464  1.93503  -1.80066
H  2.25525  3.72352  3.16514
H  2.07689  2.18869  3.20134
O  2.01458  2.94233  2.61284
H  0.85315  -3.23605  4.13556
H  0.54823  -2.20519  2.85213
O  0.67257  -2.37325  3.77983
H  -1.78878  -1.43874  -2.19396
H  -1.87784  -0.07058  -1.74588
O  -1.76812  -0.55751  -2.59419
H  2.23784  4.08487  -0.62995
H  2.41858  3.74460  1.00258
O  2.00859  4.23770  0.28172
H  0.69439  -2.07682  -4.15093
H  -0.61321  -1.35255  -4.05925
O  0.24250  -1.32921  -4.54370
H  0.69287  1.79228  -4.86179
H  1.16219  0.40088  -4.63252
O  1.49854  1.30475  -4.65842
H  -3.22283  1.74823  -0.65689
H  -1.76558  1.93778  -0.62337
O  -2.39917  1.22618  -0.73916

- HOMO level: -9.16 eV
- Kohn-Sham gap: 9.46 eV


## B
The following is a quantum chemistry calculation of 14 unconnected molecules or ions with the total composition C4H35NO13, from the OMol25 dataset.

Atoms and positions in Å:
C  2.23979  2.88270  0.40406
C  1.93757  1.58578  0.55034
N  1.89409  0.74403  -0.55190
C  1.22084  -0.53825  -0.37694
C  1.46781  -1.42115  -1.60016
H  2.39685  3.52000  1.26390
H  2.48530  3.31917  -0.55314
H  2.04064  1.03130  1.47074
H  1.92012  1.17536  -1.47038
H  1.72959  -1.01668  0.46615
H  0.14896  -0.50142  -0.17649
H  1.70540  -0.91700  -2.54276
H  2.31798  -2.10475  -1.57757
H  0.54617  -1.96020  -1.82944
H  -2.46832  3.14865  -1.64450
H  -3.54632  2.45800  -0.92099
O  -2.81068  3.04321  -0.74003
H  -3.91601  0.23493  -2.13471
H  -4.33452  1.73743  -2.35866
O  -4.15911  0.91060  -2.81113
H  -3.88313  -0.99275  -0.01154
H  -3.10451  -1.85396  -1.09795
O  -3.43749  -1.00917  -0.87065
H  -0.39187  -0.88012  2.91515
H  -0.97888  0.52062  2.40622
O  -1.17493  -0.42454  2.61230
H  3.22420  -1.40994  2.57679
H  2.24049  -0.36762  3.40616
O  2.52069  -1.26223  3.21065
H  -2.83468  -1.10688  2.24021
H  -3.67455  0.02293  1.58208
O  -3.71816  -0.83380  1.94658
H  -1.78079  1.89835  -5.07593
H  -2.76586  1.45964  -3.78514
O  -2.19139  2.11324  -4.23537
H  -1.19890  -3.59352  0.77954
H  -1.77397  -2.18111  1.06756
O  -1.60453  -2.81984  0.37552
H  -0.23460  2.43345  1.40315
H  -0.50212  2.69789  2.92817
O  -0.20571  2.04203  2.28996
H  1.38591  -2.55893  3.84205
H  -0.17842  -2.47527  4.36388
O  0.45813  -2.85579  3.75742
H  3.04508  -2.76706  0.60431
H  3.37667  -3.91488  -0.05002
O  3.44146  -3.61999  0.86867
H  3.64612  -0.27972  0.00656
H  4.64625  -1.25940  0.60811
O  4.30125  -0.95205  -0.24130
H  0.63238  3.52568  -4.77595
H  -0.49485  2.70417  -4.07382
O  0.39460  2.66887  -4.43977

- HOMO level: -8.46 eV
- Kohn-Sham gap: 8.42 eV


Stability summary: most stable A, least stable B.


## A
The following is a quantum chemistry calculation of C3H12N4 in the gas phase, from the OMol25 dataset.

Atoms and positions in Å:
C  -2.73098  0.43309  -0.16815
C  -1.53398  -0.45345  -0.41965
N  -0.17126  0.55864  -0.72211
N  0.19131  0.15688  0.60652
N  1.67374  -0.03058  0.80616
C  1.99675  -1.37070  0.33837
N  2.42410  0.89869  0.07084
H  -2.63818  0.92486  0.80410
H  -2.83065  1.19735  -0.93989
H  -3.63781  -0.17774  -0.14636
H  -1.52471  -1.28782  0.27925
H  -1.52943  -0.91383  -1.40263
H  -0.27110  1.57921  -0.76136
H  -0.08489  0.82949  1.31900
H  1.79064  -1.49742  -0.73421
H  3.05549  -1.54970  0.52560
H  1.39605  -2.08303  0.90404
H  2.05427  0.98260  -0.88584
H  2.37064  1.80345  0.52632

- HOMO level: -8.18 eV
- Kohn-Sham gap: 9.21 eV
- SMILES: CCNNN(C)N


## B
The following is a quantum chemistry calculation of 2 unconnected molecules or ions with the total composition C3H12N4, from the OMol25 dataset.

Atoms and positions in Å:
C  -0.41433  1.47282  0.01000
N  -0.48270  0.11214  0.53436
N  -0.24011  0.07605  1.93156
N  -1.52959  -0.71550  0.08979
N  -2.79406  -0.39611  0.32647
H  -0.24762  -0.90636  2.18855
H  -1.00371  0.52313  2.43766
H  -2.86274  0.62078  0.48041
H  -1.25932  2.07169  0.37207
H  -0.46613  1.42932  -1.07583
H  0.52394  1.92816  0.31842
C  2.16154  -0.37784  -0.76111
C  0.88955  -1.05524  -1.13554
H  3.03077  -0.91878  -1.16304
H  2.29452  -0.33870  0.32297
H  2.21667  0.63730  -1.16148
H  0.57469  -0.95582  -2.16983
H  0.72782  -2.03883  -0.70830
H  -1.11921  -1.16819  -0.83714

- HOMO level (alpha / beta): -7.45 / -8.05 eV
- Kohn-Sham gap (alpha / beta): 7.99 / 8.75 eV


Stability summary: most stable A, least stable B.


## A
The following is a quantum chemistry calculation of 2 unconnected molecules or ions with the total composition C3H4BrFO, from the OMol25 dataset.

Atoms and positions in Å:
C  1.10916  0.05121  0.77583
C  -0.88907  -0.37683  -1.18802
C  -0.17763  0.56364  0.94108
O  1.42903  -1.12122  0.91244
F  -0.22990  1.94075  0.79667
Br  0.25204  -1.90854  -1.55864
H  1.78516  0.90978  0.57105
H  -1.93684  -0.55046  -1.05492
H  -0.52541  0.46027  -1.71824
H  -0.81653  0.03140  1.52275

- HOMO level (alpha / beta): -9.24 / -9.24 eV
- Kohn-Sham gap (alpha / beta): 8.28 / 8.28 eV


## B
The following is a quantum chemistry calculation of C3H4BrFO in the gas phase, from the OMol25 dataset.

Atoms and positions in Å:
C  1.07903  0.63671  -0.28364
C  -0.20591  0.33511  0.38116
Br  -1.70477  1.55244  0.01725
C  -0.82058  -1.29588  -0.08339
O  -0.47959  -2.02952  -0.91605
F  -1.80154  -1.51379  0.80547
H  1.62852  -0.17249  0.04458
H  0.86582  0.62680  -1.44099
H  1.52807  1.54768  0.04022
H  -0.08904  0.31294  1.43539

- HOMO level: -10.37 eV
- Kohn-Sham gap: 11.04 eV
- SMILES: C[C@@H](Br)C(=O)F


Stability summary: most stable B, least stable A.